## w
Formula: C3H10N2
Source: OMol25
Level of theory: the ωB97M-V functional and the def2-TZVPD basis

Values from the calculation:
M: 74.13 u
2S+1: 2
HOMO-LUMO gap (spin up / spin down): 8.159 / 2.919 eV
LUMO (spin up / spin down): -4.0758 / -9.2787 eV
Net charge: +1

Geometry (Å):
H -0.400 2.770 2.420
H -0.351 -3.824 0.052
C 0.516 4.218 1.374
N 0.715 -1.277 -0.767
H -1.862 -2.910 -0.038
H 0.365 -0.341 -1.037
H 0.804 4.498 0.455
H 0.732 5.008 2.137
C -0.338 -2.196 -1.356
H 1.697 -1.294 -0.730
C 0.175 2.929 1.489
H -1.217 -1.338 -1.453
N -1.072 -3.276 -0.591
H 0.008 -2.468 -2.367
H 0.599 2.062 1.025


## x
Formula: C3H10N2
Source: OMol25
Level of theory: the ωB97M-V functional and the def2-TZVPD basis

Values from the calculation:
M: 74.13 u
2S+1: 2
HOMO-LUMO gap (spin up / spin down): 11.766 / 6.763 eV
LUMO (spin up / spin down): -2.9811 / -7.7686 eV
Net charge: +1

Geometry (Å):
H 0.257 -1.511 1.036
C -1.451 1.211 -0.040
H 0.857 0.507 -1.035
H 3.155 -0.738 -0.558
N 2.309 -0.603 -0.030
C -1.256 -0.208 0.493
N 0.087 -0.699 0.442
C 1.026 -0.489 -0.593
H 2.478 0.133 0.655
H -0.995 1.967 0.595
H -1.236 1.290 -1.096
H -1.990 -0.806 -0.077
H -1.548 -0.323 1.540
H -2.507 1.455 0.078
H 0.815 -1.188 -1.411


Computed energies relative to the best structure, in kcal/mol: w 94.9; x 0.0


## w
Formula: H5O2S
Source: OMol25
Level of theory: the ωB97M-V functional and the def2-TZVPD basis

Values from the calculation:
M: 69.11 u
HOMO-LUMO gap: 7.597 eV
LUMO: 4.2930 eV
Net charge: -1

Geometry (Å):
H 0.230 -1.673 1.340
H -2.096 0.543 0.863
S -0.294 -1.147 0.178
O -2.297 1.427 1.299
O 2.028 -0.474 -1.956
H 2.673 0.070 -1.580
H -1.435 1.916 1.307
H 1.190 -0.661 -1.452


## x
Formula: H5O2S
Source: OMol25
Level of theory: the ωB97M-V functional and the def2-TZVPD basis

Values from the calculation:
M: 69.11 u
HOMO-LUMO gap: 7.789 eV
LUMO: 4.3499 eV
Net charge: -1

Geometry (Å):
O 0.014 2.861 -1.100
H 0.132 1.906 -1.231
S 0.689 -0.548 -0.564
H -0.539 -1.450 0.954
H -0.023 2.792 -0.140
H 0.631 -1.215 -1.716
H -0.072 -2.456 2.003
O -0.832 -1.891 1.795


Computed energies relative to the best structure, in kcal/mol: w 6.1; x 0.0


## w
Formula: C4H12OS2
Source: OMol25
Level of theory: the ωB97M-V functional and the def2-TZVPD basis

Values from the calculation:
M: 140.27 u
SMILES: CCCSSC.O
HOMO-LUMO gap: 9.524 eV
LUMO: 0.6945 eV

Geometry (Å):
O -1.438 2.907 -1.263
H 1.806 -2.292 -0.540
C 2.394 -1.796 -1.302
H -1.535 -1.700 2.453
H -1.032 2.236 -1.820
C -1.216 -0.658 2.522
H 3.327 0.100 -0.632
H 2.095 0.211 -1.994
H -1.679 -0.167 3.375
H 3.408 -2.214 -1.284
C 2.408 -0.276 -1.072
S -1.453 0.351 1.027
H 1.514 -0.074 0.991
H 0.969 1.167 -0.251
H -0.677 3.424 -0.995
H 2.095 -2.073 -2.310
H -0.160 -0.809 2.782
C 1.318 0.161 -0.048
S -0.308 -0.696 -0.370


## x
Formula: C4H12OS2
Source: OMol25
Level of theory: the ωB97M-V functional and the def2-TZVPD basis

Values from the calculation:
M: 140.27 u
SMILES: CCCSSC.O
HOMO-LUMO gap: 9.037 eV
LUMO: 0.3395 eV

Geometry (Å):
H -2.058 0.042 -0.204
H -0.211 1.347 1.956
H -2.331 -3.024 0.357
S 0.163 -0.730 -0.041
C -1.109 1.831 1.558
H -1.208 2.791 2.056
C -1.024 1.878 0.048
C 2.935 -0.273 -1.117
H 2.451 -0.825 -1.920
H -3.104 -2.749 -0.852
H -0.160 2.354 -0.401
H -1.139 0.502 -1.651
S 1.940 0.466 0.170
C -1.108 0.446 -0.564
H 3.512 0.482 -1.654
O -3.218 -3.100 0.030
H 3.618 -0.994 -0.674
H -1.911 1.150 1.843
H -1.905 2.411 -0.323


## y
Formula: C4H12OS2
Source: OMol25
Level of theory: the ωB97M-V functional and the def2-TZVPD basis

Values from the calculation:
M: 140.27 u
SMILES: CCCSSC.O
HOMO-LUMO gap: 9.491 eV
LUMO: 0.4836 eV

Geometry (Å):
H 0.049 -2.696 3.452
H -0.593 0.711 -1.491
H -2.378 2.292 1.409
C 1.476 0.660 -0.959
C 0.325 0.130 -1.834
S 1.266 0.642 0.875
H -1.124 2.833 0.273
H -0.950 -1.667 -1.929
H 0.775 -2.165 -1.667
O -0.455 -3.028 2.702
H 1.692 1.729 -1.137
S -0.873 0.495 1.146
H -0.118 -1.560 -0.523
H -0.029 -2.623 1.939
H -0.727 2.737 2.050
C -1.282 2.260 1.219
H 2.408 0.090 -1.107
C 0.038 -1.371 -1.575
H 0.501 0.532 -2.842


Computed energies relative to the best structure, in kcal/mol: w 3.4; x 0.0; y 6.9


## w
Formula: C4H12OS2
Source: OMol25
Level of theory: the ωB97M-V functional and the def2-TZVPD basis

Values from the calculation:
M: 140.27 u
SMILES: CCSSCC.O
HOMO-LUMO gap: 9.035 eV
LUMO: 0.5599 eV

Geometry (Å):
C 0.316 0.007 0.213
H -1.239 -1.763 -2.727
H 4.033 3.167 4.518
C 1.828 -0.209 0.279
O 4.201 3.402 5.434
H -1.502 -0.040 -2.824
S -2.551 -0.504 -0.042
C -2.021 -1.000 -2.742
H -2.447 -1.166 -3.739
H 3.861 2.704 6.004
H -3.522 -2.047 -1.646
H -3.773 -0.270 -1.990
H -0.027 0.840 0.829
S -0.731 -1.452 0.240
H 2.443 0.664 0.412
C -3.077 -1.056 -1.678
H 0.094 0.322 -0.818
H 2.050 -1.006 0.995
H 2.063 -0.592 -0.718


## x
Formula: C4H12OS2
Source: OMol25
Level of theory: the ωB97M-V functional and the def2-TZVPD basis

Values from the calculation:
M: 140.27 u
SMILES: CCCSSC.O
HOMO-LUMO gap: 9.315 eV
LUMO: 0.5652 eV

Geometry (Å):
C 1.202 -3.388 -0.888
H -0.327 4.749 2.703
H -0.026 1.472 1.140
C -0.677 2.183 0.603
S -0.504 1.815 -1.215
C 0.472 -0.982 -1.274
H -1.721 2.004 0.909
H 1.446 -3.833 -1.867
H 2.102 -2.888 -0.494
H -0.395 3.208 0.896
H -0.695 -2.478 -0.196
S -1.067 -0.048 -1.612
H 1.214 -0.958 -2.095
H -0.461 -2.768 -1.944
H 0.942 -0.526 -0.382
O -0.786 4.269 3.429
H 0.917 -4.197 -0.195
C 0.018 -2.358 -1.034
H -1.654 4.723 3.518


Computed energies relative to the best structure, in kcal/mol: w 1.4; x 0.0


## w
Formula: C14H20N4OSSbSe4Tc
Source: OMol25
Level of theory: the ωB97M-V functional and the def2-TZVPD basis

Values from the calculation:
M: 828.01 u
HOMO-LUMO gap: 3.958 eV
LUMO: -13.4784 eV
Net charge: +4

Geometry (Å):
Se 15.155 3.909 -4.719
C -3.154 -2.413 -2.812
C -0.171 4.027 5.018
H -2.286 1.977 5.558
N -0.653 1.058 4.545
Se 0.212 3.342 0.660
C -3.413 -0.294 -1.460
N 0.599 3.028 4.245
H 1.505 3.331 3.916
H 0.957 -5.089 -0.590
H -2.832 1.361 -0.109
C 1.152 -3.115 -3.344
S 1.413 0.874 2.894
H -2.676 -3.342 -2.516
Tc 0.918 1.310 0.711
H -5.474 -0.827 -1.348
C 0.755 -4.260 -1.254
H -5.161 0.906 -1.458
H 0.044 3.953 6.081
C 1.415 -4.166 -2.473
N -2.711 -1.338 -1.918
N -1.441 -1.289 -1.441
C -2.570 0.461 -0.637
H -0.010 -1.330 -3.674
H 1.660 -3.057 -4.296
H -2.901 -2.171 -3.843
H -0.772 0.130 4.165
Sb 14.016 3.418 -6.605
H -0.731 -3.378 0.033
H -4.990 -0.112 -2.890
C -1.428 1.347 5.774
C -4.839 -0.070 -1.812
H -0.785 1.805 6.518
H -4.230 -2.509 -2.704
H 2.132 -4.926 -2.754
H 0.137 5.008 4.667
Se 2.875 1.282 -0.193
C -0.183 -3.303 -0.898
H -1.233 3.906 4.830
C 0.220 -2.146 -3.000
Se 12.929 2.929 -8.523
O -0.188 0.064 -0.059
C 0.298 1.773 3.995
C -0.429 -2.261 -1.780
C -1.357 -0.197 -0.659
H -1.777 0.393 6.157


## x
Formula: C14H20N4OSSbSe4Tc
Source: OMol25
Level of theory: the ωB97M-V functional and the def2-TZVPD basis

Values from the calculation:
M: 828.01 u
HOMO-LUMO gap: 4.119 eV
LUMO: -13.5962 eV
Net charge: +4

Geometry (Å):
H 1.622 3.363 3.761
C -1.237 -0.224 -0.696
C -1.262 1.475 5.765
Se 0.345 3.315 0.582
H -0.579 1.920 6.483
Se 13.885 3.671 -3.778
H -2.691 1.322 -0.061
H -0.674 0.191 4.182
H -5.070 0.890 -1.345
C -0.050 -3.310 -1.026
H -0.535 -3.387 -0.061
Se 3.024 1.254 -0.231
C 1.115 -3.122 -3.558
H -0.069 -1.340 -3.810
C -0.053 4.116 4.830
H 1.112 -5.094 -0.795
H -4.975 -0.163 -2.759
C -3.327 -0.316 -1.407
H 0.138 4.074 5.899
H -2.963 -2.156 -3.830
H 1.557 -3.065 -4.543
C 0.865 -4.265 -1.444
N -1.353 -1.305 -1.489
H -5.380 -0.839 -1.177
C 0.208 -2.155 -3.152
Tc 1.051 1.283 0.640
H 0.278 5.080 4.454
S 1.491 0.856 2.836
C -0.357 -2.270 -1.891
C 1.439 -4.172 -2.706
H -2.608 -3.342 -2.547
H 2.136 -4.932 -3.035
O -0.043 0.036 -0.145
C -4.769 -0.095 -1.691
C -2.450 0.429 -0.612
C -3.130 -2.421 -2.788
H -1.638 0.544 6.177
Se 11.662 2.698 -7.586
H -2.099 2.136 5.561
N -0.532 1.131 4.522
Sb 12.742 3.181 -5.663
H -1.113 4.005 4.624
N 0.714 3.080 4.104
H -4.191 -2.546 -2.598
C 0.407 1.815 3.918
N -2.643 -1.350 -1.911


Computed energies relative to the best structure, in kcal/mol: w 0.0; x 6.8